Record 1
Formula: C4H9NO
Source: the OMol25 dataset
Level of theory: wB97M-V/def2-TZVPD

Calculated values
- SMILES string: C=CC(=C)N.O
- Energy relative to the best compared isomer or geometry (same formula, charge and spin): 296.8 kJ/mol

The geometry in ORCA input format:
```
! RIJCOSX wB97M-V def2-TZVPD def2/J DEFGRID3
* xyz 0 1
N 0.34 -0.97 -0.45
C -0.30 0.20 0.11
C 0.57 1.21 0.30
C -2.39 1.42 -0.16
C -1.72 0.29 0.26
H 1.30 -0.94 -0.92
H -0.26 -1.75 -0.69
H 0.33 2.24 0.56
H 1.53 1.19 -0.09
H -3.45 1.57 -0.14
H -1.67 2.32 -0.32
H -2.20 -0.71 0.46
H 1.90 -1.80 0.28
H 3.12 -2.57 0.54
O 2.90 -1.70 0.26
*
```

---

Record 2
Formula: C12H26CdN8O3
Source: the OMol25 dataset
Level of theory: wB97M-V/def2-TZVPD

Calculated values
- Energy relative to the best compared isomer or geometry (same formula, charge and spin): 206.5 kJ/mol

The geometry in ORCA input format:
```
! RIJCOSX wB97M-V def2-TZVPD def2/J DEFGRID3
* xyz -2 1
Cd -1.00 0.62 -0.87
N -1.97 -1.60 1.32
C -1.32 -0.79 2.35
C -1.42 0.74 2.29
O -1.03 1.35 3.32
N -1.89 1.28 1.18
C -1.97 2.73 1.18
C -2.13 3.35 -0.21
O -2.58 4.50 -0.28
O -1.73 2.66 -1.22
H -2.80 -1.09 1.01
H -1.40 -1.68 0.48
H -0.25 -1.03 2.36
H -1.69 -1.07 3.34
H -1.07 3.18 1.61
H -2.79 3.09 1.80
C 2.21 1.62 3.52
N 2.86 0.84 2.49
C 4.30 1.00 2.48
C 2.22 0.82 1.24
N 1.18 1.46 0.91
N 2.79 -0.15 0.38
C 2.39 -0.28 -0.97
N 1.99 -1.61 -1.29
N 2.32 0.74 -1.73
H 2.66 1.36 4.48
H 1.14 1.40 3.56
H 2.34 2.70 3.35
H 4.71 0.66 3.43
H 4.59 2.06 2.34
H 4.74 0.42 1.67
H 0.85 2.07 1.66
H 2.76 -1.06 0.82
H 2.55 -1.96 -2.05
H 0.93 -1.44 -1.56
H 1.91 0.42 -2.61
C -1.09 -3.22 -2.95
C -1.46 -1.75 -2.66
C -1.38 -0.99 -4.00
C -2.94 -1.75 -2.22
N -0.55 -1.25 -1.66
H -1.74 -3.67 -3.72
H -1.17 -3.81 -2.03
H -0.06 -3.28 -3.30
H -2.05 -1.39 -4.77
H -0.35 -1.02 -4.36
H -1.65 0.06 -3.83
H -3.61 -2.19 -2.97
H -3.27 -0.72 -2.03
H -3.05 -2.31 -1.28
*
```

---

Record 3
Formula: C29H36F18NO12S
Source: the OMol25 dataset
Level of theory: wB97M-V/def2-TZVPD

Calculated values
- Calculated total energy: -4279.880221 Ha

The geometry in ORCA input format:
```
! RIJCOSX wB97M-V def2-TZVPD def2/J DEFGRID3
* xyz 1 1
S 0.18 -2.38 0.61
C 1.15 -3.55 -0.31
C 1.62 -4.73 0.25
C 2.37 -5.59 -0.53
C 2.62 -5.20 -1.84
C 2.08 -4.00 -2.29
N 1.35 -3.17 -1.56
H 1.02 -1.86 1.53
H -0.78 -3.05 1.29
H 1.40 -4.97 1.28
H 2.76 -6.51 -0.13
H 3.21 -5.81 -2.50
H 2.26 -3.70 -3.32
C -2.84 -3.12 -1.26
C -2.07 -4.38 -1.61
O -2.92 -5.54 -1.64
C -3.69 -5.66 -2.72
O -3.72 -4.91 -3.65
C -4.52 -6.95 -2.62
F -5.13 -7.03 -1.43
F -3.72 -8.01 -2.76
F -5.44 -6.99 -3.58
H -3.38 -3.25 -0.32
H -2.17 -2.27 -1.17
H -3.58 -2.90 -2.03
H -1.33 -4.61 -0.84
H -1.54 -4.28 -2.55
C 7.07 -0.78 -3.88
C 7.81 -2.06 -4.19
O 6.92 -3.20 -4.20
C 6.16 -3.33 -5.28
O 6.12 -2.62 -6.23
C 5.30 -4.60 -5.15
F 4.68 -4.66 -3.95
F 6.06 -5.70 -5.26
F 4.37 -4.65 -6.08
H 6.53 -0.87 -2.94
H 7.77 0.05 -3.81
H 6.34 -0.54 -4.66
H 8.54 -2.27 -3.41
H 8.34 -2.00 -5.14
C -7.49 -4.44 -3.84
C -6.52 -3.63 -4.67
O -7.16 -3.08 -5.84
C -7.94 -2.03 -5.63
O -8.15 -1.49 -4.59
C -8.53 -1.56 -6.97
F -9.05 -2.58 -7.66
F -7.56 -1.00 -7.72
F -9.48 -0.65 -6.77
H -7.95 -5.22 -4.44
H -6.98 -4.90 -2.99
H -8.29 -3.81 -3.45
H -5.72 -4.27 -5.04
H -6.06 -2.83 -4.09
C -0.36 1.57 4.97
C 1.02 0.99 5.11
O 0.99 -0.45 5.34
C 0.75 -1.20 4.31
O 0.57 -0.86 3.17
C 0.78 -2.69 4.71
F 0.04 -2.95 5.78
F 2.03 -3.08 4.95
F 0.31 -3.41 3.68
H -0.97 1.32 5.85
H -0.31 2.64 4.88
H -0.88 1.17 4.10
H 1.52 1.40 5.99
H 1.65 1.21 4.25
C 0.94 6.12 9.28
C 1.12 7.11 8.16
O 1.05 6.47 6.86
C -0.15 6.14 6.44
O -1.19 6.32 6.99
C -0.04 5.50 5.04
F 0.89 4.53 5.02
F 0.29 6.41 4.12
F -1.20 4.96 4.67
H 1.67 5.32 9.21
H 1.07 6.62 10.24
H -0.05 5.67 9.26
H 2.11 7.56 8.20
H 0.39 7.92 8.20
C 0.60 7.50 1.56
C 0.41 8.51 0.44
O 1.58 9.33 0.27
C 2.60 8.77 -0.35
O 2.66 7.66 -0.78
C 3.76 9.79 -0.48
F 4.00 10.38 0.70
F 3.44 10.73 -1.36
F 4.86 9.18 -0.88
H 0.87 8.01 2.48
H -0.31 6.93 1.71
H 1.41 6.80 1.32
H -0.40 9.19 0.68
H 0.16 8.02 -0.50
*
```

---

Record 4
Formula: C4H13N3O
Source: the OMol25 dataset
Level of theory: wB97M-V/def2-TZVPD

Calculated values
- SMILES string: N/C=C/N.NCCO
- Energy relative to the best compared isomer or geometry (same formula, charge and spin): 238.1 kJ/mol

The geometry in ORCA input format:
```
! RIJCOSX wB97M-V def2-TZVPD def2/J DEFGRID3
* xyz 0 1
C -1.04 -0.78 1.21
O -0.76 -2.15 0.88
C 0.15 -0.08 1.81
N 0.21 1.38 1.53
H -1.46 -0.23 0.34
H -1.81 -0.89 1.99
H 0.22 -0.30 2.90
H 1.09 -0.50 1.39
H -0.72 1.78 1.85
H 0.93 1.81 2.19
C 0.75 -0.25 -1.27
C 0.12 0.70 -1.96
N 0.26 2.10 -1.68
N 0.48 -1.65 -1.41
H 1.52 0.01 -0.54
H -0.59 0.53 -2.80
H -0.64 2.53 -1.87
H 0.56 2.10 -0.74
H -0.14 -2.18 0.13
H 1.25 -2.12 -1.96
H -0.39 -1.82 -2.01
*
```

---

| no. | M (g/mol) | strongest force on any atom (Eh/bohr) |
| --- | --- | --- |
| 1 | 87.12 | 0.082 |
| 2 | 442.80 | 0.040 |
| 3 | 964.63 | 0.034 |
| 4 | 119.17 | 0.053 |